# 1
C17H34O2P2Pd as an isolated structure at a distorted geometry, computed with ωB97M-V/def2-TZVPD.

Computed properties:
* gap between HOMO and LUMO (alpha / beta): 2.991 / 5.258 eV
* lowest unoccupied orbital energy (alpha / beta): -0.292 / -0.304 eV
* 2S+1: 3
* total charge: 0
* relative energy (zero: lowest compared OMol25 entry of this formula, charge and spin): 5.849 eV

Each line ends with the natural charge from an NBO analysis.
Element x y z (Å)
P (-0.283, -2.042, -1.935)  1.63
P (0.105, 1.892, -1.844)  0.98
C (-0.601, -0.672, -3.131)  -0.73
C (0.239, 0.637, -3.228)  -0.74
H (-1.674, -0.416, -3.102)  0.26
H (-0.410, -1.209, -4.076)  0.25
H (1.305, 0.431, -3.437)  0.23
H (-0.141, 1.218, -4.090)  0.23
C (-1.519, 2.606, -2.295)  -0.97
H (-1.899, 3.250, -1.493)  0.26
H (-2.309, 1.889, -2.548)  0.23
H (-1.288, 3.223, -3.176)  0.21
C (1.272, 3.194, -2.249)  -0.98
H (0.859, 3.695, -3.129)  0.21
H (2.273, 2.806, -2.466)  0.25
H (1.308, 3.893, -1.406)  0.26
C (-1.458, -3.321, -2.481)  -0.96
H (-1.535, -4.120, -1.724)  0.26
H (-1.057, -3.749, -3.416)  0.24
H (-2.469, -2.895, -2.613)  0.27
C (1.391, -2.662, -2.248)  -0.98
H (2.154, -1.875, -2.364)  0.28
H (1.314, -3.272, -3.161)  0.25
H (1.756, -3.337, -1.459)  0.29
Pd (1.338, -0.478, 4.095)  0.02
C (0.106, 1.906, 0.615)  -0.24
C (-1.195, 1.468, 0.694)  -0.19
C (-1.718, 0.352, -0.110)  -0.49
C (-1.711, -1.078, 0.476)  -0.38
C (-0.686, -1.996, -0.218)  -0.64
C (0.594, -1.569, 0.328)  -0.12
C (1.322, -0.350, -0.016)  -0.50
C (1.392, 1.056, 0.663)  -0.42
C (-0.105, -1.835, 4.345)  -0.97
H (0.279, 2.815, 1.217)  0.22
H (-1.917, 2.030, 1.301)  0.24
H (-1.047, 0.301, -0.994)  0.19
H (-2.731, 0.604, -0.465)  0.22
H (-1.405, -1.076, 1.563)  0.29
H (-2.720, -1.500, 0.391)  0.21
H (-0.967, -3.055, -0.008)  0.26
H (0.923, -2.134, 1.223)  0.24
H (1.034, -0.112, -1.070)  0.19
H (2.393, -0.675, -0.102)  0.23
H (1.834, 1.041, 1.680)  0.25
H (2.186, 1.601, 0.098)  0.19
H (0.163, -2.005, 5.415)  0.19
H (0.113, -2.736, 3.756)  0.17
H (-1.151, -1.521, 4.191)  0.19
C (1.633, 1.566, 5.297)  -0.34
O (0.113, 1.784, 5.041)  -0.58
C (-0.260, 0.911, 4.079)  0.46
O (-1.284, 0.941, 3.425)  -0.70
H (2.027, 2.276, 6.021)  0.20
H (2.250, 1.738, 4.386)  0.18
H (1.865, 0.563, 5.754)  0.21

=====

# 2
C17H34O2P2Zn as an isolated structure at a distorted geometry, computed with ωB97M-V/def2-TZVPD.

Computed properties:
* gap between HOMO and LUMO (alpha / beta): 4.908 / 4.908 eV
* lowest unoccupied orbital energy (alpha / beta): 0.297 / 0.296 eV
* total charge: 0
* relative energy (zero: lowest compared OMol25 entry of this formula, charge and spin): 2.707 eV

Each line ends with the natural charge from an NBO analysis.
Element x y z (Å)
P (-0.092, -1.992, -2.084)  1.64
P (0.244, 2.036, -1.968)  1.58
C (-0.453, -0.511, -3.083)  -0.75
C (0.578, 0.630, -3.074)  -0.74
H (-1.469, -0.135, -2.883)  0.27
H (-0.504, -0.901, -4.115)  0.25
H (1.609, 0.272, -2.928)  0.25
H (0.575, 1.087, -4.077)  0.24
C (-1.086, 2.947, -2.795)  -0.97
H (-1.478, 3.744, -2.145)  0.26
H (-1.913, 2.273, -3.070)  0.27
H (-0.676, 3.400, -3.710)  0.23
C (1.678, 3.105, -1.871)  -1.00
H (1.668, 3.787, -2.733)  0.24
H (2.605, 2.516, -1.894)  0.26
H (1.652, 3.706, -0.950)  0.26
C (-1.479, -3.100, -2.577)  -1.03
H (-1.542, -3.947, -1.887)  0.23
H (-1.297, -3.484, -3.588)  0.21
H (-2.439, -2.572, -2.574)  0.24
C (1.314, -2.849, -2.878)  -0.97
H (2.150, -2.147, -3.040)  0.23
H (1.016, -3.266, -3.847)  0.22
H (1.682, -3.671, -2.242)  0.25
Zn (0.425, 0.143, 4.132)  1.43
C (-0.353, 1.599, -0.341)  -0.57
C (-1.734, 1.118, -0.286)  -0.65
C (-2.208, -0.250, -0.249)  -0.40
C (-1.449, -1.384, 0.515)  -0.39
C (-0.362, -2.109, -0.277)  -0.57
C (0.997, -1.565, -0.538)  -0.61
C (1.568, -0.250, -0.074)  -0.40
C (0.673, 0.815, 0.578)  -0.39
C (0.582, -1.726, 3.739)  -1.29
H (-0.377, 2.632, 0.073)  0.22
H (-2.498, 1.891, -0.493)  0.18
H (-2.336, -0.597, -1.290)  0.12
H (-3.240, -0.220, 0.160)  0.21
H (-1.070, -1.039, 1.495)  0.19
H (-2.217, -2.131, 0.767)  0.21
H (-0.363, -3.179, -0.020)  0.22
H (1.780, -2.342, -0.489)  0.20
H (2.179, 0.210, -0.876)  0.17
H (2.326, -0.487, 0.700)  0.20
H (0.151, 0.408, 1.451)  0.20
H (1.350, 1.567, 1.005)  0.20
H (1.548, -2.086, 4.143)  0.23
H (0.568, -1.891, 2.649)  0.24
H (-0.235, -2.305, 4.203)  0.23
C (0.399, 1.315, 6.956)  -0.75
C (0.112, 2.354, 5.898)  0.79
O (-0.116, 3.520, 6.163)  -0.59
O (0.138, 1.892, 4.618)  -0.97
H (0.346, 1.782, 7.937)  0.24
H (1.407, 0.892, 6.836)  0.22
H (-0.332, 0.494, 6.928)  0.22

=====

# 3
C17H35As3F8N2O5PtS2 as an isolated structure at a distorted geometry, computed with ωB97M-V/def2-TZVPD.

Computed properties:
* gap between HOMO and LUMO (alpha / beta): 3.535 / 3.452 eV
* lowest unoccupied orbital energy (alpha / beta): -8.922 / -9.003 eV
* total charge: +2
* relative energy (zero: lowest compared OMol25 entry of this formula, charge and spin): 4.521 eV

Each line ends with the Löwdin charge.
Element x y z (Å)
Pt (0.651, 1.469, -0.158)  0.89
C (-0.920, 0.256, 3.096)  -0.22
As (-1.249, 0.646, 1.209)  1.20
C (-2.665, 1.981, 1.537)  -0.22
C (-2.177, -1.076, 0.726)  -0.25
C (-2.866, -1.255, -0.630)  -0.68
C (-3.682, -0.004, -0.974)  -0.07
C (-1.880, -1.536, -1.754)  -0.26
As (-0.564, -0.118, -2.353)  1.30
C (-1.489, 0.949, -3.735)  -0.20
C (0.431, -1.300, -3.529)  -0.21
C (-3.888, -2.420, -0.544)  -0.35
As (-3.369, -4.307, -0.076)  1.14
C (-1.830, -4.917, -1.140)  -0.34
C (-2.678, -4.371, 1.764)  -0.34
H (-1.870, 0.077, 3.609)  0.07
H (-0.444, 1.140, 3.521)  0.04
H (-0.244, -0.586, 3.213)  0.03
H (-3.500, 1.522, 2.072)  0.06
H (-3.034, 2.474, 0.640)  0.02
H (-2.198, 2.733, 2.177)  0.05
H (-2.907, -1.222, 1.534)  0.10
H (-1.378, -1.815, 0.835)  0.07
H (-2.993, 0.837, -1.081)  0.03
H (-4.404, 0.223, -0.193)  0.10
H (-4.220, -0.143, -1.909)  0.10
H (-2.423, -1.762, -2.678)  0.11
H (-1.224, -2.370, -1.506)  0.05
H (-1.820, 0.282, -4.534)  0.06
H (-0.743, 1.636, -4.133)  0.04
H (-2.323, 1.524, -3.339)  0.03
H (-0.278, -1.901, -4.106)  0.07
H (1.093, -1.945, -2.956)  0.04
H (1.032, -0.700, -4.208)  0.05
H (-4.399, -2.519, -1.505)  0.07
H (-4.660, -2.175, 0.190)  0.08
H (-1.988, -4.717, -2.198)  0.02
H (-1.730, -5.996, -1.012)  0.03
H (-0.914, -4.444, -0.785)  0.00
H (-3.352, -3.857, 2.446)  0.02
H (-1.679, -3.938, 1.816)  0.00
H (-2.619, -5.416, 2.071)  0.03
F (5.387, 0.354, -1.408)  0.18
C (4.400, 0.564, -2.266)  -0.65
F (3.988, -0.612, -2.744)  0.15
F (4.822, 1.313, -3.264)  0.20
S (2.923, 1.286, -1.367)  0.55
O (1.812, 0.877, -2.208)  -0.44
O (3.070, 2.680, -1.134)  -0.23
N (2.947, 0.527, 0.009)  -0.30
S (2.087, -0.696, 0.464)  0.52
O (1.523, -0.482, 1.758)  -0.30
O (1.162, -1.234, -0.507)  -0.37
C (3.406, -2.004, 0.695)  -0.66
F (3.972, -2.246, -0.483)  0.16
F (4.314, -1.535, 1.536)  0.17
F (2.906, -3.140, 1.176)  0.18
C (4.178, 4.123, 2.649)  0.00
N (2.972, 3.333, 2.732)  -0.14
C (2.712, 2.518, 3.897)  0.01
C (2.098, 3.324, 1.749)  -0.30
O (1.037, 2.663, 1.790)  -0.15
H (4.628, 4.233, 3.633)  0.10
H (3.965, 5.115, 2.255)  0.11
H (4.902, 3.643, 1.987)  0.11
H (3.474, 2.686, 4.651)  0.10
H (2.692, 1.464, 3.615)  0.10
H (1.734, 2.774, 4.304)  0.10
H (2.340, 3.960, 0.890)  0.15
F (-1.647, 2.894, -1.332)  -0.04
C (-0.314, 3.236, -1.197)  -0.25
F (0.185, 3.170, -2.451)  0.03
H (-0.282, 4.274, -0.849)  0.15

=====

# 4
A 3-piece molecular cluster, C17H35BN5O5 overall at a distorted geometry, computed with ωB97M-V/def2-TZVPD.

Computed properties:
* gap between HOMO and LUMO: 8.581 eV
* lowest unoccupied orbital energy: -2.430 eV
* total charge: +1
* relative energy (zero: lowest compared OMol25 entry of this formula, charge and spin): 0.000 eV

Each line ends with the natural charge from an NBO analysis.
Element x y z (Å)
C (4.815, -3.035, 2.685)  -0.64
C (5.319, -2.269, 1.401)  -0.07
O (4.532, -1.064, 1.197)  -0.70
B (3.538, -1.224, 0.235)  1.29
O (2.846, -2.429, 0.208)  -0.87
N (3.312, -0.058, -0.690)  -0.60
C (4.101, 0.222, -1.852)  -0.06
C (3.565, 1.392, -2.479)  -0.06
N (2.453, 1.848, -1.698)  -0.50
C (2.386, 0.948, -0.687)  0.52
C (1.274, 1.016, 0.425)  -0.47
C (0.159, -0.068, 0.012)  -0.21
N (0.151, -1.239, 0.908)  -0.53
C (-0.535, -0.929, 2.201)  -0.23
C (0.557, -0.761, 3.353)  -0.63
C (-0.506, -2.340, 0.208)  0.73
C (-0.050, -3.838, 0.396)  -0.71
O (-1.446, -2.156, -0.544)  -0.56
H (5.352, -2.658, 3.591)  0.22
H (3.705, -2.933, 2.834)  0.22
H (5.074, -4.123, 2.540)  0.22
H (6.370, -1.928, 1.599)  0.21
H (5.316, -2.974, 0.534)  0.18
H (2.631, -2.722, -0.695)  0.50
H (4.957, -0.389, -2.209)  0.26
H (3.895, 1.888, -3.412)  0.27
H (1.853, 2.667, -1.870)  0.50
H (1.698, 0.830, 1.442)  0.26
H (0.864, 2.058, 0.421)  0.24
H (0.375, -0.447, -1.028)  0.21
H (-0.817, 0.482, -0.056)  0.21
H (-1.193, -0.032, 2.078)  0.20
H (-1.160, -1.821, 2.463)  0.22
H (1.589, -0.942, 2.938)  0.21
H (0.543, 0.313, 3.682)  0.21
H (0.373, -1.455, 4.212)  0.23
H (0.773, -4.117, -0.317)  0.23
H (0.367, -3.961, 1.433)  0.23
H (-0.896, -4.549, 0.198)  0.25
C (-4.300, -0.992, -0.252)  -0.71
C (-5.743, -0.602, -0.442)  0.67
O (-6.226, 0.380, 0.102)  -0.63
N (-6.512, -1.381, -1.249)  -0.61
C (-6.130, -2.575, -1.977)  -0.41
H (-3.824, -0.275, 0.416)  0.23
H (-4.232, -1.983, 0.200)  0.23
H (-3.774, -0.977, -1.207)  0.23
H (-7.465, -1.057, -1.327)  0.40
H (-6.305, -2.403, -3.041)  0.20
H (-6.760, -3.401, -1.644)  0.20
H (-5.085, -2.831, -1.821)  0.21
C (0.143, 6.140, -1.146)  -0.72
C (-0.143, 4.794, -1.755)  0.69
O (0.657, 4.236, -2.511)  -0.70
N (-1.318, 4.196, -1.454)  -0.60
C (-2.384, 4.683, -0.595)  -0.42
H (1.118, 6.486, -1.483)  0.25
H (-0.609, 6.865, -1.463)  0.24
H (0.159, 6.065, -0.057)  0.23
H (-1.437, 3.299, -1.901)  0.40
H (-2.538, 3.961, 0.208)  0.21
H (-3.298, 4.755, -1.186)  0.22
H (-2.152, 5.654, -0.168)  0.22